An isolated molecule of C4H8N2O, computed with the ωB97M-V functional and the def2-TZVPD basis.

Positions of all 15 atoms, in Å:
C -1.3270 0.3757 -1.4383
N -0.9000 -0.2882 -0.2098
C -0.7185 0.4949 1.1531
C 0.6310 -0.2001 0.5933
N 0.8951 -1.4068 1.2518
C 1.5919 0.5039 -0.0827
O -1.1784 1.5844 1.3004
H -1.0607 -1.2882 -0.1551
H 0.6389 -1.4121 2.2297
H 1.8247 -1.7643 1.0748
H -0.6502 0.1555 -2.2628
H -2.3334 0.0479 -1.6971
H -1.3581 1.4495 -1.2519
H 2.6156 0.4511 0.2594
H 1.3289 1.2970 -0.7647

Summary:
- gap between HOMO and LUMO (alpha / beta) (eV) = 7.6559 / 7.6546
- LUMO energy (alpha / beta) (eV) = 0.469 / 0.468
- molar mass (g mol⁻¹) = 100.12
- calculated total energy (eV) = -9301.445
- multiplicity = 1
- energy relative to the best compared isomer or geometry (same formula, charge and spin) (eV) = 4.9485

natural (NBO) atomic charge list, values in e, 5 entries: number 1, C, carries -0.446; number 2, N, carries -0.544; number 3, C, carries 0.524; number 4, C, carries 0.231; number 5, N, carries -0.837